Record 1
80
Properties=species:S:1:pos:R:3:forces:R:3:mulliken_charge:R:1 method="wB97M-V/def2-TZVPD" relative_energy_kcal_mol=6.4 total_energy_ev=-130669.1929 spin_multiplicity=1 homo_energy_ha=-0.261 mol_weight_g_mol=826.9 e_lumo_ev=0.174 charge=0 homo_lumo_gap_ev=7.29
Ba -0.5886 0.2926 0.3254 -0.20 1.39 -0.40 1.411
C -1.9813 1.0062 -3.6917 -0.01 0.01 -0.01 -0.271
C -2.8551 1.6775 -2.6339 -0.02 0.00 -0.02 -1.226
N -2.1402 2.1583 -1.4509 0.13 -0.10 0.04 0.258
C -1.4495 3.4415 -1.6499 -0.01 0.02 -0.03 -1.465
C 0.0658 3.3534 -1.7449 0.00 0.04 -0.03 -0.229
N 0.6729 2.9178 -0.4915 -0.03 -0.21 0.02 0.394
C 2.1168 3.1447 -0.4431 0.03 0.03 0.01 -0.917
C 2.9598 2.1865 -1.2826 0.01 0.00 -0.01 -0.526
C 3.1909 0.7974 -0.6930 0.04 0.00 -0.01 -0.971
N 2.0736 -0.1365 -0.8249 -0.22 0.00 0.10 0.454
C 1.9656 -0.8072 -2.1237 0.07 -0.03 0.00 -1.014
C 0.8457 -0.2952 -3.0177 0.01 0.00 -0.04 -0.608
N -0.4693 -0.5941 -2.4515 0.01 -0.02 0.18 0.339
C -1.5688 -0.4365 -3.4062 -0.01 -0.01 -0.03 -1.123
H -1.1045 1.6233 -3.9060 0.01 0.00 0.01 0.156
H -2.5596 0.9899 -4.6194 0.00 0.00 0.00 0.445
H -3.6154 0.9647 -2.3017 0.01 -0.01 0.01 0.492
H -3.3934 2.5070 -3.1138 -0.01 -0.01 0.01 0.373
H -2.8016 2.2902 -0.6905 0.00 0.02 0.00 0.301
H -1.7058 4.1020 -0.8170 0.00 -0.01 0.01 0.456
H -1.8182 3.9304 -2.5601 -0.01 0.00 0.00 0.330
H 0.4413 4.3454 -2.0436 0.01 0.00 0.01 0.454
H 0.3489 2.6601 -2.5403 0.00 0.00 0.00 0.016
H 0.2444 3.4297 0.2777 0.01 0.02 -0.02 0.027
H 2.4300 3.0631 0.6017 0.00 0.00 0.00 0.343
H 2.3496 4.1714 -0.7631 -0.01 0.00 0.01 0.377
H 3.9438 2.6501 -1.3948 0.00 0.00 0.00 0.456
H 2.5594 2.1070 -2.2972 -0.01 0.00 0.00 0.216
H 3.4088 0.8975 0.3741 -0.01 0.00 0.00 0.392
H 4.0922 0.3742 -1.1596 0.00 -0.01 0.02 0.367
H 2.1540 -0.8504 -0.1085 0.04 -0.04 0.02 -0.058
H 1.7950 -1.8719 -1.9415 -0.01 0.00 0.00 0.334
H 2.9120 -0.7292 -2.6734 -0.01 0.01 -0.01 0.363
H 0.9593 -0.7573 -4.0106 0.00 0.00 0.00 0.453
H 0.9410 0.7830 -3.1593 0.00 0.00 0.00 0.059
H -0.4537 -1.5593 -2.1292 0.00 -0.01 -0.03 0.223
H -2.4334 -0.9746 -3.0083 0.00 0.00 0.00 0.411
H -1.3097 -0.9165 -4.3612 0.01 0.00 0.01 0.385
O -1.4193 -1.6504 1.7122 -0.03 -0.48 0.34 -0.728
C -0.3066 -2.1974 1.5116 0.08 -0.10 0.02 -0.197
O 0.2609 -2.1883 0.3799 0.12 -0.32 -0.08 -0.645
C 0.5139 -2.6561 2.6970 0.01 -0.19 0.06 -0.463
P 1.7311 -1.2953 3.0490 -0.02 -0.01 -0.01 0.645
C 0.8481 -0.2332 4.2430 -0.04 0.04 -0.08 0.216
C 0.1468 -0.7144 5.3503 -0.02 -0.01 0.00 0.056
C -0.4474 0.1645 6.2388 -0.01 -0.02 -0.01 -1.104
C -0.3582 1.5375 6.0298 0.02 -0.01 0.00 -0.458
C 0.3070 2.0280 4.9196 0.00 0.01 0.02 -0.498
C 0.9093 1.1424 4.0333 -0.02 -0.02 0.00 -0.549
C 2.9374 -2.1760 4.1131 0.02 0.04 0.00 0.672
C 3.6063 -3.2826 3.5875 0.00 0.00 0.00 -0.640
C 4.5747 -3.9430 4.3258 -0.01 -0.01 -0.02 -0.670
C 4.9053 -3.4965 5.5981 0.00 0.01 0.01 -0.468
C 4.2645 -2.3842 6.1203 0.01 -0.01 0.00 -0.644
C 3.2885 -1.7260 5.3834 -0.01 0.00 -0.01 -0.503
H 1.0988 -3.5324 2.4185 -0.01 0.00 -0.01 0.457
H -0.1134 -2.8850 3.5564 0.01 0.02 0.01 0.491
H 0.0770 -1.7808 5.5279 0.01 -0.01 0.00 0.359
H -0.9891 -0.2182 7.0947 0.00 0.00 0.01 0.452
H -0.8240 2.2211 6.7282 0.01 0.00 0.00 0.574
H 0.3490 3.0929 4.7309 0.00 0.00 -0.01 0.367
H 1.4398 1.5282 3.1688 0.01 0.01 0.01 0.429
H 3.3739 -3.6328 2.5878 -0.01 0.00 0.00 0.333
H 5.0753 -4.8055 3.9049 0.00 0.00 0.00 0.380
H 5.6620 -4.0115 6.1753 0.00 0.00 0.00 0.372
H 4.5198 -2.0245 7.1088 0.00 0.00 0.00 0.391
H 2.7947 -0.8608 5.8061 0.01 0.00 0.01 0.346
F -4.2737 1.8167 7.1963 0.00 0.00 0.00 -0.349
C -3.7533 2.0976 5.9970 0.00 0.00 0.01 0.819
C -3.2727 3.3646 5.7234 -0.02 0.01 -0.04 0.247
F -3.3365 4.3134 6.6650 0.00 0.01 0.02 -0.351
C -2.7155 3.6382 4.4867 -0.05 -0.06 0.01 0.396
F -2.2550 4.8773 4.2833 0.02 0.03 0.00 -0.407
C -2.6181 2.6774 3.4867 0.03 0.02 -0.07 -0.301
Se -1.8573 3.0676 1.7946 0.05 0.00 0.02 -0.625
C -3.1048 1.4151 3.8002 0.02 0.04 0.02 0.427
F -3.0240 0.4233 2.9041 -0.01 -0.04 -0.04 -0.338
C -3.6660 1.1166 5.0273 0.02 -0.06 0.01 0.006
F -4.1035 -0.1184 5.2961 0.00 0.02 -0.01 -0.377

Record 2
86
Properties=species:S:1:pos:R:3:forces:R:3:lowdin_spin:R:1 method="wB97M-V/def2-TZVPD" relative_energy_kcal_mol=0.0 total_energy_ev=-268938.7781 spin_multiplicity=2 homo_energy_ha="-0.250 / -0.269" mol_weight_g_mol=1194.7 e_lumo_ev="-0.933 / -0.995" charge=0 homo_lumo_gap_ev="5.87 / 6.33" s2=1.0319
Mo 2.2354 0.2789 1.8995 1.26 -1.65 0.65 0.146
O 0.5030 4.1340 1.9834 -0.02 0.03 -0.02 0.017
C 1.1691 3.0399 1.6786 0.19 0.03 -0.12 0.038
O 1.4617 2.1990 2.5385 -0.33 0.18 0.17 0.015
C 1.6360 2.7659 0.3344 0.06 -0.21 0.19 0.092
C 1.5291 3.4865 -0.8219 0.01 0.14 -0.09 -0.006
C 2.2137 3.0416 -1.9638 -0.03 -0.04 -0.12 0.109
C 3.1044 1.9758 -1.8507 0.01 0.19 -0.09 -0.011
C 3.2036 1.2961 -0.6533 0.00 -0.30 0.29 0.109
N 2.3064 1.5625 0.3590 -0.30 0.37 -0.31 0.217
C 4.2586 0.4331 -0.1402 -0.03 0.37 -0.13 0.056
O 5.2823 0.0093 -0.8792 -0.03 0.05 -0.14 0.024
O 4.2565 0.1521 1.0628 0.20 0.03 0.07 0.038
H 0.3873 4.1354 2.9565 0.03 -0.03 -0.04 0.000
H 0.9310 4.3890 -0.8290 0.10 0.04 -0.04 -0.002
H 2.1224 3.5701 -2.9014 -0.02 0.01 0.03 0.007
H 3.7368 1.7168 -2.6931 0.02 0.04 0.02 -0.003
H 5.2496 0.3964 -1.7633 -0.03 -0.05 0.01 0.000
Se 0.8846 3.0946 5.5752 0.12 0.07 -0.36 0.001
Se 2.5274 4.6956 6.1108 0.06 -0.17 0.16 -0.001
Te 3.3678 2.3489 5.2908 0.03 0.44 0.35 0.002
Se 4.5220 2.9391 3.3025 -0.26 -0.12 -0.01 0.011
N -2.4246 0.3307 4.7327 0.15 -0.22 0.40 0.000
N -1.4308 -0.1530 3.9145 -0.11 -0.06 0.00 0.001
N -1.2895 -1.4350 3.6767 0.02 0.10 0.00 0.000
C -0.1963 -1.4385 2.9295 0.00 0.05 -0.06 0.004
N 0.2765 -0.1900 2.7505 -0.51 -0.17 0.26 -0.001
N -0.5382 0.6222 3.4002 0.09 0.05 -0.10 0.003
H -3.3092 -0.0778 4.4633 -0.05 0.13 -0.18 0.000
H -2.4004 1.3405 4.7147 -0.09 0.03 -0.15 0.000
H 0.2735 -2.3304 2.5495 0.02 0.00 0.02 0.001
C 2.3495 -3.1820 -0.4402 0.13 0.02 -0.02 0.004
C 2.1502 -2.6998 0.9756 0.00 0.30 -0.09 0.014
O 2.0236 -3.5001 1.8908 -0.11 -0.08 0.12 0.023
N 2.1188 -1.3507 1.1872 -0.14 0.05 0.19 0.073
Te -0.0706 -0.3749 -1.1452 -0.33 0.16 -0.36 0.001
C -0.8045 -0.2539 -3.1538 0.02 -0.06 -0.03 -0.002
C -0.4416 -1.2211 -4.0985 0.02 -0.03 0.00 0.000
C 0.3940 -2.4433 -3.7957 -0.07 0.10 -0.04 0.000
C -0.8677 -1.0748 -5.4222 0.03 -0.02 0.03 0.000
C -1.6317 -0.0015 -5.8353 -0.06 0.01 -0.02 0.000
C -2.0724 0.1484 -7.2674 0.04 0.02 0.08 0.000
C -1.9832 0.9511 -4.8826 -0.01 -0.02 -0.02 0.000
C -1.5851 0.8475 -3.5589 0.04 0.03 0.04 0.000
C -2.0128 1.9219 -2.5962 0.02 -0.07 -0.08 0.000
C -1.9503 -0.5700 -0.1554 0.01 -0.02 0.12 0.000
C -2.4512 0.4461 0.6687 0.03 0.00 -0.01 0.000
C -1.8494 1.8243 0.7788 -0.02 -0.02 0.01 0.003
C -3.6091 0.2025 1.4137 0.02 0.04 -0.03 0.000
C -4.2758 -1.0075 1.3661 -0.02 -0.03 0.02 0.000
C -5.5050 -1.2632 2.1981 0.08 -0.01 -0.07 0.000
C -3.7774 -1.9940 0.5200 -0.05 0.04 -0.02 0.000
C -2.6373 -1.7978 -0.2444 0.07 -0.04 0.00 0.000
C -2.1706 -2.9144 -1.1435 -0.02 0.08 0.09 0.000
H 2.9017 -4.1197 -0.4105 0.00 0.01 0.00 0.000
H 2.8776 -2.4481 -1.0479 -0.06 0.00 -0.03 0.001
H 1.3735 -3.3722 -0.8864 -0.02 0.01 0.00 0.001
H 0.6804 -2.4947 -2.7509 0.01 -0.03 0.02 0.000
H 1.3027 -2.4399 -4.4013 0.00 -0.01 0.02 0.000
H -0.1600 -3.3503 -4.0467 0.01 0.00 0.00 0.000
H -0.5830 -1.8348 -6.1438 -0.01 0.01 0.01 0.000
H -1.8367 -0.7426 -7.8478 -0.01 0.00 -0.01 0.000
H -1.5747 0.9997 -7.7363 -0.01 -0.01 -0.01 0.000
H -3.1471 0.3247 -7.3271 0.00 -0.01 -0.02 0.000
H -2.5869 1.8018 -5.1832 0.01 -0.01 0.01 0.000
H -2.4748 2.7529 -3.1290 0.00 -0.01 0.00 0.000
H -1.1594 2.2975 -2.0285 -0.02 0.00 0.02 0.000
H -2.7377 1.5259 -1.8831 0.01 0.03 0.03 0.000
H -0.8232 1.8462 0.4208 -0.02 0.00 0.00 0.002
H -1.8638 2.1774 1.8101 -0.01 -0.03 0.00 0.000
H -2.4262 2.5349 0.1823 0.02 0.00 0.00 0.000
H -4.0005 1.0033 2.0363 0.01 -0.01 0.00 0.000
H -5.7435 -0.4058 2.8275 -0.02 0.01 0.00 0.000
H -5.3604 -2.1348 2.8389 -0.02 0.00 0.01 0.000
H -6.3686 -1.4643 1.5624 -0.01 0.00 0.02 0.000
H -4.2938 -2.9462 0.4567 0.01 0.00 0.00 0.000
H -2.8412 -3.7698 -1.0710 0.00 0.01 0.00 0.000
H -1.1645 -3.2365 -0.8689 0.01 -0.02 -0.02 0.000
H -2.1372 -2.5854 -2.1836 0.02 -0.01 -0.01 0.000
C 4.3701 -1.8256 3.6709 -0.06 -0.03 0.03 0.000
C 3.8708 -0.6136 4.3995 -0.27 0.08 -0.29 0.002
O 4.4519 -0.1549 5.3704 0.13 0.08 0.17 0.003
O 2.7718 -0.0331 3.9499 0.00 0.18 -0.52 0.009
H 5.1175 -2.3307 4.2756 0.01 -0.01 0.01 0.000
H 4.8265 -1.4891 2.7386 0.01 -0.02 -0.01 0.000
H 3.5484 -2.4944 3.4183 0.01 -0.01 0.00 0.000

Record 3
79
Properties=species:S:1:pos:R:3:forces:R:3:mulliken_charge:R:1 method="wB97M-V/def2-TZVPD" relative_energy_kcal_mol=3.5 total_energy_ev=-65421.3556 spin_multiplicity=1 homo_energy_ha=-0.132 mol_weight_g_mol=614.7 e_lumo_ev=1.094 charge=-1 homo_lumo_gap_ev=4.68
C -3.2780 1.4676 2.6536 -0.26 0.11 0.23 -1.343
C -1.9994 0.7818 2.2627 0.36 0.35 -0.89 0.183
O -1.7323 1.3370 0.9365 0.11 -1.07 1.45 0.332
C -0.4677 1.3030 0.4470 0.73 0.99 -1.40 -0.169
C -0.4524 2.0370 -0.8057 0.40 0.78 0.21 1.664
C 0.2975 2.0734 -2.0506 0.01 0.57 0.88 0.275
O 0.1871 3.0844 -2.7751 -0.14 0.15 -0.42 -0.769
C 1.2293 1.0194 -2.6538 0.02 0.21 0.56 -0.959
C 0.5122 0.0081 -3.5512 0.27 -0.25 -0.01 0.067
C -0.0869 0.5670 -4.8710 0.03 -0.46 0.17 -1.141
C -1.6276 0.6804 -4.8672 -0.24 -0.23 -0.07 -0.164
C -2.1829 2.0845 -5.1562 0.04 0.00 0.01 -0.736
C -3.5679 2.3539 -4.5401 0.18 -0.20 0.07 -1.245
C -3.6197 2.2934 -3.0065 -0.08 -0.09 -0.18 0.350
C -2.9837 3.5063 -2.3498 0.04 0.37 -0.20 -0.838
C -2.6958 3.3244 -0.8578 -0.12 0.38 0.33 -0.342
C -1.2084 3.3492 -0.4921 -0.27 -0.08 -0.42 -1.946
O 0.4520 0.7864 1.0973 -0.11 -0.12 0.25 -0.684
H -3.7071 1.0571 3.5696 0.05 -0.07 0.01 0.446
H -3.0906 2.5337 2.8109 -0.15 -0.08 -0.11 0.289
H -3.9958 1.3325 1.8367 0.04 0.14 0.22 0.250
H -1.1493 0.9820 2.9308 -0.28 -0.13 -0.20 0.304
H -2.1579 -0.2968 2.1452 0.19 0.13 0.18 -0.174
H 1.9643 1.5611 -3.2652 -0.28 0.07 0.15 0.569
H 1.8203 0.5521 -1.8602 -0.28 -0.10 -0.38 0.096
H 1.2639 -0.7514 -3.8101 -0.16 -0.01 0.04 0.469
H -0.2726 -0.4976 -2.9668 0.13 0.06 -0.40 0.013
H 0.3914 1.5214 -5.1311 -0.17 -0.16 0.14 0.442
H 0.1747 -0.1555 -5.6584 0.10 0.27 0.08 0.377
H -2.0062 0.0037 -5.6571 -0.04 0.18 0.37 0.525
H -2.0266 0.2810 -3.9168 0.23 0.31 -0.40 -0.037
H -1.4598 2.8426 -4.8146 -0.23 -0.23 0.00 0.338
H -2.2700 2.1764 -6.2524 0.08 0.22 0.26 0.408
H -3.8864 3.3528 -4.8659 -0.12 -0.09 0.02 0.382
H -4.2905 1.6299 -4.9384 0.06 0.06 -0.10 0.358
H -4.6743 2.2734 -2.6983 0.07 -0.18 -0.02 0.404
H -3.1694 1.3687 -2.6172 -0.09 0.32 -0.21 -0.319
H -2.0569 3.7903 -2.8677 -0.17 -0.18 0.15 0.312
H -3.6841 4.3499 -2.4815 0.21 -0.12 -0.04 0.410
H -3.2014 4.1397 -0.3156 0.04 -0.15 0.08 0.437
H -3.0960 2.3776 -0.4694 -0.16 0.34 -0.30 0.101
H -1.1337 3.5441 0.5894 0.04 0.12 -0.28 0.371
H -0.7130 4.1728 -1.0222 -0.06 -0.20 0.10 0.694
C 6.0827 -1.4354 5.2651 0.15 -0.05 0.21 -1.458
C 5.2504 -1.4308 4.0170 -0.30 0.01 -0.15 1.124
C 5.1058 -2.6323 3.3257 -0.03 -0.25 -0.30 -0.626
C 4.3836 -2.6965 2.1423 -0.33 0.11 -0.13 -0.027
C 3.7321 -1.5476 1.6636 0.52 -0.35 0.32 -0.649
S 2.9327 -1.6584 0.0716 -1.60 1.18 -0.61 1.470
O 3.0974 -0.3962 -0.6021 0.25 -1.17 0.58 -0.711
O 3.2509 -2.9058 -0.5783 -0.27 0.82 0.94 -0.746
N 1.1331 -1.6874 0.3868 2.15 -0.10 0.50 0.008
C 0.5262 -2.4976 1.3499 -0.89 0.22 0.33 0.226
C 1.0243 -2.9754 2.5540 0.18 -0.62 0.04 -0.054
C 0.1704 -3.7531 3.3568 -0.72 0.83 -1.50 -0.499
N 0.6854 -4.3319 4.5580 1.13 -0.79 2.03 0.930
O -0.0872 -4.9490 5.3204 1.17 0.99 -1.35 -0.634
O 1.9104 -4.1894 4.8056 -2.17 -0.26 -0.45 -0.595
C -1.1922 -3.9159 3.0022 0.26 0.06 0.14 -0.850
C -1.7303 -3.2421 1.9079 0.35 -0.22 0.09 -0.218
C -0.8762 -2.4969 1.0807 0.14 0.61 -0.02 -0.282
C -1.0609 -1.5312 0.0051 1.04 -0.64 1.08 -0.292
N -2.2799 -1.1222 -0.5567 -1.60 0.92 -1.84 1.124
O -3.3405 -1.4374 0.0240 1.44 0.24 -0.57 -0.708
O -2.2598 -0.4795 -1.6412 0.05 -1.46 2.38 -0.639
C 0.1865 -0.9750 -0.2836 -0.52 -1.88 -1.30 0.597
C 3.8370 -0.3370 2.3673 -0.19 -0.28 -0.27 -0.069
C 4.5952 -0.2872 3.5390 0.06 -0.40 -0.15 -1.049
H 6.2397 -0.4299 5.6573 -0.01 -0.06 -0.02 0.355
H 5.6027 -2.0419 6.0453 0.06 0.17 -0.16 0.299
H 7.0626 -1.8927 5.0663 -0.23 0.17 0.06 0.359
H 5.5669 -3.5441 3.7220 -0.13 0.38 -0.20 0.351
H 4.2822 -3.6362 1.5998 0.05 0.26 0.11 0.406
H 2.0384 -2.7526 2.8820 -0.44 -0.32 -0.08 0.543
H -1.8150 -4.5444 3.6335 0.10 0.21 -0.12 0.458
H -2.7889 -3.2794 1.6727 0.16 -0.02 0.17 0.559
H 0.3774 -0.3503 -1.1460 0.25 -0.06 0.51 -0.596
H 3.3205 0.5410 1.9961 0.00 -0.02 -0.01 0.567
H 4.6879 0.6431 4.0963 -0.08 -0.12 -0.20 0.323